49
Properties=species:S:1:pos:R:3:forces:R:3:lowdin_spin:R:1 method="wB97M-V/def2-TZVPD" spin_multiplicity=3 e_lumo_ev="-2.7 / -2.9" fmax_ev_per_a=1.381 e_above_lowest_kj_mol=0.0 total_charge=0 homo_energy_ev="-8.884 / -8.952"
Tc -2.239933 -0.561582 2.069444 -0.9 -0.6 0.1 0.861
S -6.461840 -1.169792 1.364108 0.1 -0.1 0.2 0.862
Sb -5.029569 -2.212140 2.999286 -0.1 -0.1 -0.2 0.096
S -3.889629 -0.355262 3.899666 0.1 -0.4 0.1 0.054
S -2.981426 -2.666927 1.637851 0.2 0.3 -0.1 0.039
F -5.187679 1.436757 2.084002 -0.1 -0.2 0.2 0.032
Te -3.740559 2.467302 2.668894 0.9 0.8 -0.7 0.010
F -3.151890 2.240970 4.407980 -0.2 -0.3 0.5 0.011
F -5.054077 3.505015 3.418997 -0.3 0.2 0.0 0.001
F -2.585158 3.921676 2.744747 0.1 0.0 0.1 0.000
F -3.999700 3.187761 0.965456 -0.2 0.0 -0.3 0.001
O -2.372706 1.376172 2.024884 0.1 0.3 -0.2 0.033
N 2.973309 0.714704 -2.836911 0.1 -0.1 -0.1 0.000
C 4.049665 0.327239 -3.612981 -0.1 0.2 0.0 0.000
C 4.872892 1.026258 -4.493382 0.0 0.0 0.0 0.000
C 5.869856 0.299061 -5.107967 0.0 0.0 0.0 0.000
C 6.045185 -1.075473 -4.858575 0.0 0.1 0.0 0.000
C 5.226070 -1.755159 -3.984969 0.0 0.0 0.0 0.000
C 4.211879 -1.034510 -3.350890 -0.1 -0.2 0.1 0.000
N 3.264688 -1.462335 -2.431772 0.1 0.0 -0.1 0.001
C 2.563141 -0.401533 -2.156558 -0.2 0.0 0.2 0.000
C 1.435194 -0.402183 -1.211676 0.2 0.0 -0.2 0.004
C 1.230610 -1.521755 -0.412624 0.0 0.0 0.1 -0.001
C 0.178777 -1.525460 0.475326 0.0 0.0 0.0 0.006
N -0.670313 -0.492565 0.593617 0.1 0.0 0.0 0.005
C -0.479956 0.587058 -0.172487 0.1 0.0 0.0 0.004
C 0.557605 0.667428 -1.080276 -0.1 0.0 0.0 -0.001
H 2.620771 1.648218 -2.731612 0.0 0.0 0.0 0.000
H 4.742958 2.082402 -4.688020 0.0 0.0 0.0 0.000
H 6.536200 0.796810 -5.799990 0.0 0.0 0.0 0.000
H 6.842587 -1.602451 -5.364947 0.0 0.0 0.0 0.000
H 5.354999 -2.810138 -3.784841 0.0 0.0 0.0 0.000
H 1.898393 -2.367479 -0.487184 0.0 0.0 0.0 0.000
H -0.007327 -2.373188 1.121438 0.0 0.0 0.0 0.001
H -1.175961 1.403622 -0.031990 0.0 0.0 0.0 0.000
H 0.651859 1.564530 -1.676313 0.0 0.0 0.0 0.000
N -0.945239 -0.844460 3.424942 0.1 0.0 0.2 -0.011
C -0.119176 -0.971271 4.253091 -0.1 0.1 -0.1 -0.002
C 0.870067 -1.100643 5.157453 0.1 -0.1 0.0 -0.011
C 0.575333 -1.176170 6.551689 0.0 0.0 -0.1 -0.001
N 0.340154 -1.238252 7.675478 0.0 0.0 0.0 -0.005
C 2.215910 -1.184947 4.683418 -0.1 0.0 0.2 -0.001
N 3.298367 -1.259244 4.300933 0.0 0.0 -0.1 -0.005
Cl -5.388067 -0.478965 -2.726303 0.0 -0.1 -0.1 0.000
C -4.949412 0.870526 -1.684260 0.2 -0.1 0.3 0.001
Cl -3.891476 2.004353 -2.535507 0.0 0.0 0.0 0.000
Cl -6.367293 1.689024 -1.062568 -0.1 0.0 0.0 0.004
C -4.176747 0.326792 -0.548829 -0.1 0.0 -0.3 0.008
N -3.561351 -0.099790 0.310726 0.1 0.0 0.2 0.004

=====

48
Properties=species:S:1:pos:R:3:forces:R:3:lowdin_charge:R:1 method="wB97M-V/def2-TZVPD" e_lumo_ev="-1.6 / -1.5" fmax_ev_per_a=1.840 e_above_lowest_kj_mol=63.0 total_charge=0 homo_energy_ev="-7.904 / -7.907"
Pd 1.132849 -0.095344 -0.826609 1.4 0.0 1.1 0.581
F 4.777076 3.555727 -2.490650 0.0 -0.1 0.1 0.153
C 4.734434 2.788483 -1.409549 0.3 -0.2 0.4 -0.678
F 5.963391 2.343943 -1.145160 -0.1 0.0 0.0 0.147
F 4.303347 3.501161 -0.371481 0.0 0.0 -0.1 0.146
S 3.610321 1.354597 -1.719455 -0.5 0.0 -0.5 0.561
O 3.239399 0.786919 -0.416582 -0.3 -0.3 -0.4 -0.394
O 4.307481 0.509565 -2.632729 0.0 0.1 0.2 -0.265
N 2.372160 2.005934 -2.421765 -0.1 0.4 -0.2 -0.305
S 1.152986 2.729462 -1.714074 -0.1 -0.2 0.2 0.551
O 1.233348 2.782798 -0.272498 -0.1 0.0 -0.3 -0.304
O -0.072595 2.269914 -2.306554 0.0 0.0 0.1 -0.294
C 1.294276 4.471445 -2.292734 0.0 0.0 0.0 -0.683
F 2.427672 5.024495 -1.867593 0.0 0.0 0.0 0.141
F 1.256933 4.524344 -3.619411 0.0 0.0 0.0 0.151
F 0.267632 5.164445 -1.799796 0.0 0.0 0.0 0.144
Se -4.921235 -0.482995 3.893727 -0.3 0.0 0.2 1.137
N -4.653401 -0.679058 2.155476 0.1 0.0 -0.3 -0.227
C -3.372058 -0.527825 1.945231 0.0 0.0 0.0 -0.330
C -2.761524 -0.624598 0.622706 0.0 0.0 0.0 -0.075
C -3.515444 -0.861444 -0.526981 -0.1 0.0 0.1 0.028
C -2.879424 -0.937018 -1.739825 0.0 0.0 -0.1 -0.012
C -1.499486 -0.795455 -1.784196 0.0 0.0 0.0 -0.105
N -0.772837 -0.579261 -0.693526 -0.3 -0.1 -0.1 -0.033
C -1.382432 -0.468960 0.517301 0.1 0.0 -0.1 -0.107
C -0.562085 -0.169062 1.706612 0.0 -0.2 -0.2 -0.148
N 0.743952 0.004110 1.499172 0.0 0.4 -0.1 0.076
C 1.544221 0.275804 2.513122 -0.2 0.0 0.1 -0.079
C 1.063655 0.384933 3.818662 0.0 0.0 0.0 -0.017
C -0.285004 0.213437 4.049136 0.0 0.0 0.0 0.019
C -1.130032 -0.071838 2.975645 0.0 0.0 0.0 -0.081
C -2.567355 -0.260716 3.111330 -0.1 0.0 0.0 -0.332
N -3.210735 -0.199987 4.248030 0.3 0.0 0.0 -0.226
H -4.587872 -0.973967 -0.439078 0.0 0.0 0.0 0.124
H -3.425490 -1.107659 -2.656222 0.0 0.0 0.0 0.121
H -0.948883 -0.854851 -2.712230 0.0 0.0 0.0 0.119
H 2.590341 0.420032 2.271705 0.0 0.0 0.0 0.121
H 1.745545 0.610139 4.626167 0.0 0.0 0.0 0.112
H -0.705695 0.297822 5.042197 0.0 0.0 0.0 0.121
Te 2.047208 -2.381977 -1.684016 -0.7 0.2 -0.1 0.917
C 0.371729 -3.464307 -1.006300 0.3 0.0 0.1 -1.054
C -0.700905 -3.907101 -1.722813 -0.1 -0.1 -0.1 -0.275
C -1.701030 -4.525691 -0.916154 0.1 0.1 -0.1 -0.198
C -1.365561 -4.541317 0.402931 0.0 0.0 0.0 -0.424
S 0.166600 -3.819794 0.665985 -0.1 0.0 -0.1 0.912
H -0.770494 -3.794708 -2.796327 0.0 0.0 0.0 0.098
H -2.620111 -4.943063 -1.302801 0.0 0.0 0.0 0.101
H -1.934879 -4.951504 1.221979 0.0 0.0 0.0 0.063

=====

40
Properties=species:S:1:pos:R:3:forces:R:3:lowdin_spin:R:1 method="wB97M-V/def2-TZVPD" spin_multiplicity=2 e_lumo_ev="-1.8 / -1.8" fmax_ev_per_a=4.393 total_charge=0 homo_energy_ev="-8.117 / -8.709"
Mn 0.507214 2.759625 -0.232034 -3.0 -2.9 1.3 0.681
Br 0.221313 -1.323556 -4.123251 0.0 0.0 0.1 0.000
C 1.122260 -1.304799 -2.486193 0.0 0.1 -0.1 0.004
C 1.119670 -2.466259 -1.577620 -0.1 0.0 0.0 0.002
C 0.769922 -2.296824 0.583294 0.0 0.0 0.1 0.003
Br 0.819961 -3.955896 1.582125 0.0 0.0 -0.1 0.001
C 0.638231 -1.090788 1.443054 0.2 0.0 -0.1 0.002
C -0.019289 -0.896964 2.639447 0.0 0.2 0.0 0.001
C -0.026609 0.394565 3.154555 -0.1 -0.3 0.1 0.005
C 0.495212 1.423852 2.396347 0.1 0.2 -0.2 0.002
N 1.060074 1.242656 1.190920 0.1 -0.2 0.0 0.003
C 1.229002 -0.021016 0.782249 0.0 0.0 0.4 0.000
C 1.427178 -0.222284 -1.788910 0.0 -0.5 0.0 0.005
O 0.925772 1.012164 -2.031355 -0.8 -0.6 -0.1 0.053
H 1.306212 -3.445638 -2.008140 0.0 0.0 0.0 0.000
H -0.498744 -1.718884 3.155012 0.0 0.0 0.0 0.000
H -0.477659 0.606604 4.113557 0.0 0.0 0.0 0.000
H 0.443276 2.452326 2.732263 0.0 0.0 -0.1 0.000
O 1.109974 4.413029 0.837721 0.1 0.0 0.5 -0.001
S 1.612850 4.561753 -0.563888 0.6 1.0 -0.5 0.004
O 2.349180 5.723415 -0.892915 0.2 0.2 -0.1 0.001
O 2.285882 3.209603 -0.762384 1.1 0.0 -0.4 0.014
O 0.331764 4.282299 -1.342172 -0.1 1.1 -0.6 -0.014
Br -1.928490 2.647309 0.489719 -0.5 -0.6 -0.4 0.003
C -2.230474 0.821442 -0.149842 1.4 1.0 -0.3 0.033
C -3.465340 0.276367 0.036563 -0.5 -0.4 0.1 -0.005
C -3.640952 -1.047172 -0.350596 0.2 0.4 0.1 0.038
C -2.523040 -1.784971 -0.702988 0.0 -0.2 0.0 -0.003
C -1.232214 -1.266073 -0.819267 0.0 0.5 0.0 0.032
C -0.175378 -2.379666 -0.686082 0.1 -0.3 -0.3 0.003
C 1.963473 -2.043006 -0.353841 0.0 -0.1 0.0 0.000
C 2.039449 -0.497041 -0.424220 -0.1 0.3 -0.3 0.001
C -0.148484 1.188734 -1.188148 2.5 2.4 0.0 0.134
C -1.101832 0.194534 -0.768600 -1.3 -1.5 0.6 -0.003
H -4.268488 0.855045 0.471844 0.0 0.0 0.0 -0.001
H -4.613602 -1.514821 -0.294281 0.0 0.0 0.0 0.002
H -2.656008 -2.850750 -0.841015 0.1 0.0 0.0 -0.001
H -0.720064 -3.318928 -0.687683 0.0 0.0 0.0 0.000
H 2.904204 -2.545768 -0.153633 0.0 0.0 0.0 0.000
H 3.044608 -0.074217 -0.379615 0.0 0.0 0.1 0.000

=====

38
Properties=species:S:1:pos:R:3:forces:R:3:lowdin_charge:R:1 method="wB97M-V/def2-TZVPD" e_lumo_ev=-2.7 fmax_ev_per_a=2.766 e_above_lowest_kj_mol=26.5 total_charge=0 homo_energy_ev=-7.642
Cl -2.326929 1.117991 1.072650 -0.2 -0.5 -0.1 0.740
C -3.232850 -0.053100 0.186683 0.3 2.3 -1.5 -0.674
C -3.710443 0.261498 -1.055294 1.2 1.3 1.7 -0.602
Cl -3.481239 1.843797 -1.686920 -0.1 -0.4 -0.1 0.753
C -4.425827 -0.692627 -1.852676 -0.7 1.1 -2.3 -0.343
O -4.842980 -0.406162 -2.961607 0.2 -0.5 0.8 0.142
C -4.638895 -2.043239 -1.278715 -1.1 -2.2 -0.9 -0.343
O -5.220652 -2.910658 -1.907218 0.4 0.9 0.3 0.142
C -4.139412 -2.287558 0.043391 1.0 0.0 2.2 -0.604
Cl -4.433703 -3.825067 0.753429 -0.1 0.1 -0.3 0.747
C -3.463109 -1.328477 0.745317 -0.8 -2.5 0.6 -0.676
Cl -2.923886 -1.667821 2.347351 0.0 0.2 -0.4 0.724
Cl 1.754287 -3.049273 4.046682 -0.1 0.1 -0.1 0.715
C 1.558078 -2.857679 2.341900 0.0 -0.6 -0.7 -0.638
C 1.387725 -3.958787 1.520497 0.0 -0.4 0.8 -0.098
C 1.331399 -3.774516 0.154476 0.0 0.4 0.1 -0.051
C 1.441955 -2.515803 -0.373171 0.0 0.1 0.3 -0.024
N 1.576920 -1.409694 0.437887 0.0 0.2 0.0 -0.016
C 1.693414 -0.136837 -0.115455 0.1 -0.1 -0.6 -0.031
C 1.701369 1.051879 0.627290 -0.1 -0.5 0.8 -0.404
C 1.910650 2.364576 -0.042925 0.0 0.2 -0.6 -0.149
C 2.235053 3.472476 0.732566 0.0 -0.3 0.3 -0.020
C 2.450264 4.704527 0.155511 0.0 0.1 0.1 -0.079
C 2.340620 4.850358 -1.211721 0.1 0.3 -0.1 -0.093
C 2.010251 3.764661 -1.995713 0.0 0.0 -0.3 -0.086
C 1.789018 2.533323 -1.418330 0.0 -0.1 0.2 -0.038
O 1.552932 1.050318 1.859942 0.0 0.4 0.6 -0.023
C 1.624233 -1.603748 1.792576 0.1 0.1 0.3 -0.036
H 1.309500 -4.940018 1.958833 0.0 -0.1 0.0 0.107
H 1.207597 -4.624795 -0.493564 0.0 0.0 -0.2 0.115
H 1.427965 -2.372222 -1.438586 0.0 0.4 -0.1 0.129
H 1.810404 -0.096167 -1.179707 0.0 -0.4 -0.2 0.092
H 2.319205 3.344525 1.798430 0.0 -0.1 0.2 0.113
H 2.697385 5.554722 0.770265 0.1 0.1 0.1 0.103
H 2.525338 5.809232 -1.667049 0.0 0.2 -0.1 0.100
H 1.930537 3.879929 -3.064392 -0.1 0.0 -0.2 0.101
H 1.504645 1.702527 -2.038446 0.0 -0.2 -0.2 0.098
H 1.749180 -0.752090 2.435814 0.0 0.4 -0.4 0.107

=====

42
Properties=species:S:1:pos:R:3:forces:R:3:lowdin_spin:R:1 method="wB97M-V/def2-TZVPD" spin_multiplicity=2 e_lumo_ev="-4.9 / -4.4" fmax_ev_per_a=0.369 total_charge=+1 homo_energy_ev="-10.843 / -10.819"
Cr -0.001859 -0.180204 0.369243 0.0 0.2 0.3 0.990
Cl -1.647207 6.221953 -0.591577 0.0 0.0 0.0 -0.001
C -0.744188 4.757242 -0.492568 -0.1 0.0 0.0 -0.004
C -1.440164 3.558186 -0.425265 0.1 0.1 0.0 0.000
C -0.724656 2.373713 -0.350625 -0.2 -0.1 0.0 -0.004
N -1.263165 1.070583 -0.272770 0.3 0.1 0.1 -0.004
C -2.518055 0.731198 -0.688741 -0.1 -0.1 -0.3 0.001
O -3.389517 1.448150 -1.119153 0.0 0.0 0.1 0.007
C -2.706757 -0.761674 -0.588818 0.0 0.1 0.1 0.002
C -3.881881 -1.363931 -0.985131 0.0 0.0 0.0 -0.001
C -3.989565 -2.739434 -0.862632 0.0 0.0 0.0 0.003
C -2.924915 -3.454852 -0.335050 0.0 0.0 0.0 -0.001
C -1.784233 -2.771694 0.041051 -0.1 0.0 0.0 0.003
N -1.664061 -1.446372 -0.090164 0.1 0.0 0.0 0.000
C 0.679402 2.388837 -0.336325 0.2 -0.1 0.0 -0.003
C 1.370089 3.588801 -0.396424 -0.1 0.1 0.0 0.000
C 0.649662 4.772373 -0.478090 0.1 0.0 0.0 -0.003
Cl 1.522617 6.256480 -0.557995 0.0 0.0 0.0 -0.001
N 1.244141 1.097638 -0.247831 -0.3 0.1 0.1 -0.004
C 2.513847 0.785528 -0.639797 0.1 -0.1 -0.3 0.001
O 3.377958 1.521043 -1.053247 0.0 0.0 0.1 0.006
C 2.733469 -0.702784 -0.534310 0.0 0.1 0.1 0.002
C 3.928865 -1.279628 -0.907141 0.0 0.0 0.0 -0.001
C 4.064850 -2.652117 -0.779448 0.0 0.0 0.0 0.003
C 3.006828 -3.390023 -0.269835 0.0 0.0 0.0 -0.001
C 1.844246 -2.731808 0.082952 0.1 0.0 0.0 0.003
N 1.697024 -1.409836 -0.054141 -0.1 0.0 0.0 0.000
H -2.517948 3.560939 -0.443869 0.0 0.0 0.0 0.000
H -4.674465 -0.741087 -1.375196 0.0 0.0 0.0 0.000
H -4.891804 -3.251796 -1.168231 0.0 0.0 0.0 0.000
H -2.971896 -4.527046 -0.211592 0.0 0.0 0.0 0.000
H -0.947917 -3.301674 0.471993 0.0 0.0 0.0 0.000
H 2.447713 3.615005 -0.392832 0.0 0.0 0.0 0.000
H 4.714768 -0.640154 -1.283588 0.0 0.0 0.0 0.000
H 4.983835 -3.144948 -1.066690 0.0 0.0 0.0 0.000
H 3.075369 -4.460602 -0.142482 0.0 0.0 0.0 0.000
H 1.012318 -3.279325 0.500237 0.0 0.0 0.0 0.000
Cl -0.041865 1.531468 2.670977 0.0 0.0 -0.2 -0.001
C -0.038516 0.122777 3.712928 0.0 -0.2 0.0 -0.001
Cl -0.014419 -1.354045 2.676990 0.0 0.1 0.0 0.007
H -0.948588 0.082926 4.298836 0.0 0.0 0.0 0.000
H 0.860639 0.100196 4.316350 0.0 0.0 0.0 0.000

=====

39
Properties=species:S:1:pos:R:3:forces:R:3:lowdin_charge:R:1 method="wB97M-V/def2-TZVPD" smiles=Cn1ccc2cc(-c3ccn4c(CC(F)(F)F)cnc4c3C#N)cc(Cl)c21 e_lumo_ev=-0.7 fmax_ev_per_a=4.498 total_charge=0 homo_energy_ev=-8.422
C -4.691810 3.765893 2.553993 2.2 -1.2 2.0 -0.061
N -3.870456 3.374280 1.438185 0.3 1.1 -3.6 -0.090
C -4.107891 4.084123 0.178901 2.4 -3.4 -0.2 -0.013
C -3.421210 3.381907 -0.809742 -0.7 1.5 2.1 -0.026
C -2.685690 2.334361 -0.190221 -0.9 0.1 -1.8 -0.208
C -1.860882 1.418732 -0.833997 1.8 -0.8 0.2 0.044
C -1.155165 0.468624 -0.128745 -2.6 1.6 1.7 -0.214
C -0.045388 -0.272375 -0.602500 1.6 -1.7 -0.9 -0.176
C 1.230587 0.406553 -0.649954 2.8 -0.1 -0.8 0.027
C 2.420511 -0.310207 -1.038014 -3.0 0.7 1.8 0.025
N 2.263940 -1.686783 -1.251689 3.1 2.3 0.6 0.040
C 3.347219 -2.642775 -1.304039 -2.2 -0.7 1.0 -0.173
C 4.799187 -2.474419 -1.085748 1.0 0.4 -1.7 -0.023
C 5.581980 -3.351373 -0.061677 -2.9 1.2 -0.7 -0.655
F 5.100915 -3.293391 1.213234 0.3 0.0 -0.8 0.132
F 5.580399 -4.615534 -0.442651 0.3 -0.9 0.1 0.161
F 6.786823 -2.868501 -0.091751 2.0 0.1 0.6 0.173
C 2.667688 -3.794306 -1.126018 -1.6 -2.0 -0.3 -0.060
N 1.257704 -3.656736 -1.050178 2.0 -0.2 0.1 0.136
C 1.082197 -2.359334 -1.066077 -0.4 -0.7 -0.3 -0.290
C -0.144033 -1.638613 -0.847983 0.3 0.5 -1.0 -0.066
C -1.411310 -2.352208 -1.062688 -1.3 -0.3 1.0 -0.132
N -2.461290 -2.867708 -1.111242 2.3 1.1 -0.1 0.167
C -1.472305 0.330439 1.268420 0.8 -0.3 -1.9 -0.056
C -2.307935 1.196661 1.829489 -2.7 2.3 2.7 -0.502
Cl -2.637571 1.029775 3.604101 0.1 0.1 -1.1 0.607
C -2.981150 2.282110 1.148127 -0.4 0.2 1.3 -0.146
H -3.930216 3.842000 3.399145 -1.6 0.1 -0.4 0.101
H -5.214873 4.698674 2.399047 0.2 0.2 -0.3 0.081
H -5.395692 2.966280 2.726594 -0.4 -0.1 0.5 0.083
H -4.614394 5.019876 -0.008003 -0.3 -0.2 0.9 0.112
H -3.311222 3.701573 -1.806518 0.0 0.2 -1.0 0.090
H -1.613749 1.477489 -1.874658 -0.2 0.4 -0.5 0.128
H 1.329559 1.535447 -0.392538 -0.4 -2.3 -0.5 0.150
H 3.439616 0.123188 -0.866196 -1.1 -0.6 -0.7 0.132
H 4.946845 -1.460748 -0.809574 0.5 1.0 0.7 0.093
H 5.429640 -2.528385 -2.055624 -1.1 -0.3 1.4 0.166
H 3.116222 -4.802420 -1.028195 -0.4 0.9 -0.2 0.127
H -1.046802 -0.462170 1.836982 0.3 -0.3 0.4 0.117